#i
18
Properties=species:S:1:pos:R:3 method="wB97M-V/def2-TZVPD" charge=+1 e_homo_ev=-14.13 homo_lumo_gap_ev=9.931
H 2.9703 -1.5839 0.2264
N 2.7865 -0.6353 -0.0769
C 1.6694 -0.1217 0.1631
C 1.3771 1.2873 -0.2664
C 0.0479 1.8109 0.1385
C -0.9657 1.0716 0.5598
N -0.8894 -0.3648 0.6407
C -1.3366 -1.0721 -0.5697
N 0.7317 -0.7416 0.9501
H 1.4803 1.3578 -1.3533
H 2.1665 1.9258 0.1381
H -0.0772 2.8822 0.0773
H -1.9193 1.4781 0.8585
H -1.3617 -0.7057 1.4831
H -1.7795 -0.3629 -1.2680
H -0.4849 -1.5384 -1.0674
H -2.0673 -1.8388 -0.3243
H 0.8172 -1.7385 1.1185


#ii
18
Properties=species:S:1:pos:R:3 method="wB97M-V/def2-TZVPD" charge=+1 e_homo_ev="-13.19 / -13.19" homo_lumo_gap_ev="8.210 / 8.211"
C 1.7463 -0.7063 1.8734
C 0.9746 -0.1882 0.8242
C 1.6279 0.4159 -0.3382
N -0.4206 -0.1667 0.8981
C -1.5588 -0.8559 1.4740
N -1.5771 -0.0862 0.2796
N -2.3137 0.2852 -0.6165
C -1.7622 1.0682 -1.6242
H 1.3614 -1.2322 2.6875
H 2.7901 -0.6390 1.8526
H 1.0723 0.1533 -1.2091
H 2.6977 0.1119 -0.4522
H 1.6875 1.4879 -0.3710
H -1.7155 -1.9189 1.4684
H -1.8983 -0.3785 2.3263
H -0.9329 0.5809 -2.2042
H -1.2706 1.8920 -1.0838
H -2.5816 1.2950 -2.3758


Energies relative to the most stable structure are #i 0.0000; #ii 0.1168, reported in hartree.


#i
20
Properties=species:S:1:pos:R:3 method="wB97M-V/def2-TZVPD" charge=0 e_homo_ev=-7.95 homo_lumo_gap_ev=8.810
C 1.5393 -1.1335 -0.8422
C 1.3251 0.3717 -0.8602
C 2.2001 1.2671 -0.3446
N 2.0344 2.6767 -0.3560
H 2.2111 -1.4384 -0.0285
H 0.6006 -1.6268 -0.6795
H 1.9689 -1.5193 -1.8105
H 0.3957 0.7279 -1.2992
H 3.2006 0.9895 0.0635
H 2.4083 3.1596 0.4706
H 1.0585 2.9694 -0.5329
C -3.1271 -1.5224 0.1329
C -2.8081 -0.2228 0.3934
N -1.4996 0.2596 0.4924
C -0.7000 -0.3056 1.3409
H -2.3354 -2.2632 0.0022
H -4.1403 -1.8401 0.0086
H -3.6001 0.5643 0.4383
H 0.3763 -0.2519 1.2186
H -1.1082 -0.8620 2.1923


#ii
20
Properties=species:S:1:pos:R:3 method="wB97M-V/def2-TZVPD" charge=0 e_homo_ev=-7.84 homo_lumo_gap_ev=8.765
H 1.4203 -1.2718 -1.7513
N 1.5628 -0.8178 -0.8516
C 2.1608 0.2859 -0.8907
C 2.4517 1.0798 0.3365
C 1.9765 0.4307 1.6282
H 2.5242 0.7533 -1.8180
H 1.9881 2.0634 0.2117
H 3.5338 1.2456 0.3679
H 2.2875 1.0273 2.4822
H 0.8942 0.3458 1.6358
H 2.3984 -0.5658 1.7228
C -3.9525 0.3234 -1.0501
C -2.8203 -0.3428 -0.4348
C -1.8842 -0.8835 0.0873
N -0.8480 -1.4466 0.7406
H -4.0757 1.3272 -0.6401
H -4.8632 -0.2447 -0.8577
H -3.8126 0.4005 -2.1298
H 0.0487 -1.2785 0.2824
H -0.9906 -2.4318 0.9286


Energies relative to the most stable structure are #i 0.0109; #ii 0.0000, reported in hartree.


#i
20
Properties=species:S:1:pos:R:3 method="wB97M-V/def2-TZVPD" charge=0 e_homo_ev=-8.23 homo_lumo_gap_ev=9.201
C 2.8205 0.9087 0.1722
C 1.5821 0.7094 -0.6542
C 0.5286 -0.0683 0.0104
C 0.5396 -1.5821 -0.1167
C -0.1821 0.3121 1.0091
N -0.8769 0.8910 1.8406
H 3.0306 1.9974 0.1779
H 3.7848 0.4167 -0.3313
H 2.7246 0.5801 1.2685
H 1.0597 1.6786 -1.0100
H 1.9305 0.1083 -1.5638
H 0.3419 -1.9871 0.9873
H -0.3074 -1.8209 -0.7320
H 1.5968 -1.8880 -0.4575
H -1.7531 1.2218 1.5795
C -3.4443 -0.0683 -0.1341
N -3.0712 -0.4950 -1.2359
H -3.4457 1.1434 -0.0266
H -3.8972 -0.6494 0.7481
H -2.9619 -1.4086 -1.5315


#ii
20
Properties=species:S:1:pos:R:3 method="wB97M-V/def2-TZVPD" charge=0 e_homo_ev=-7.80 homo_lumo_gap_ev=8.905
C -2.7889 0.1401 -0.5347
C -1.6662 -0.2801 0.4297
C -0.3175 -0.9009 -0.0474
N 0.9423 -1.5177 0.1532
C 1.9146 -0.5554 -0.4693
C 1.7995 0.9265 -0.0277
N 0.4052 1.4905 -0.0884
C -0.3854 0.4798 0.6896
H -3.3406 -0.7410 -0.7988
H -3.5344 0.7220 0.0259
H -2.4633 0.7711 -1.3801
H -2.1247 -0.6350 1.3567
H -0.3866 -0.9213 -1.2100
H 1.1445 -1.6497 1.1383
H 1.6781 -0.5234 -1.5107
H 2.9224 -0.9087 -0.3996
H 2.4499 1.4354 -0.8072
H 2.3013 0.9516 0.9551
H 0.4104 2.4964 0.2769
H 0.1736 0.3331 1.6593


#iii
20
Properties=species:S:1:pos:R:3 method="wB97M-V/def2-TZVPD" charge=0 e_homo_ev=-8.92 homo_lumo_gap_ev=9.850
C -0.3677 -2.1826 -1.9171
C 0.5033 -1.8735 -0.8130
C 1.8324 -1.7103 -0.5122
N 1.8363 -1.2263 0.8976
C 0.5249 -1.2746 1.3462
N -0.2427 -1.7402 0.4255
H -0.1851 -3.2058 -2.2484
H -0.3697 -1.3377 -2.6665
H -1.5313 -2.3390 -1.7509
H 2.6295 -1.6969 -1.1626
H 2.5392 -0.6809 1.3239
H 0.2876 -1.0268 2.3650
C -1.3867 2.7255 0.0558
C -0.4485 2.3846 1.1700
H -1.5584 2.0451 -0.7913
H -2.3981 2.7974 0.5528
H -1.0706 3.6622 -0.5000
H -0.4809 3.1449 1.9298
H -0.6616 1.2898 1.4968
H 0.5479 2.2453 0.7984


Energies relative to the most stable structure are #i 0.0883; #ii 0.0765; #iii 0.0000, reported in hartree.


#i
20
Properties=species:S:1:pos:R:3 method="wB97M-V/def2-TZVPD" charge=0 e_homo_ev=-8.30 homo_lumo_gap_ev=9.219
H 3.1486 -1.7148 0.9283
N 4.1539 -1.5621 0.9260
C 4.7951 -1.1860 -0.1234
C 6.2339 -1.5924 -0.2421
H 4.6317 -0.2063 -0.5970
H 6.5376 -1.7417 -1.2778
H 6.9161 -0.8255 0.1259
H 6.4586 -2.4729 0.3549
C -2.7544 -1.1138 -0.9345
C -2.7275 -0.1574 -0.1823
N -3.3001 0.9442 0.4026
C -4.7212 0.9135 0.7014
C -2.8766 2.2273 -0.1313
H -2.8070 -2.0060 -1.4967
H -4.9486 1.6609 1.4650
H -5.3690 1.1958 -0.1397
H -5.0342 -0.0775 1.0217
H -3.0728 2.9997 0.6149
H -3.4429 2.5268 -1.0239
H -1.8212 2.1882 -0.3916


#ii
20
Properties=species:S:1:pos:R:3 method="wB97M-V/def2-TZVPD" charge=0 e_homo_ev=-8.37 homo_lumo_gap_ev=9.523
C -0.5921 -0.8279 -1.7602
C -0.5918 -0.4587 -0.2473
C -1.2617 -1.4510 0.6246
C 0.0097 0.6992 0.1374
C 0.7957 1.6965 -0.7628
C 0.1276 1.1368 1.5809
H -1.3366 -1.6074 -1.9740
H 0.4493 -1.0481 -2.1218
H -0.9203 0.0635 -2.3631
H -1.1784 -1.2006 1.7595
H -0.8879 -2.5701 0.4902
H -2.3334 -1.4396 0.2769
H 0.1408 2.6440 -0.6928
H 0.8226 1.2429 -1.7493
H 1.7767 1.7569 -0.2941
H -0.7236 1.8366 1.6748
H 1.0569 1.6023 1.8238
H -0.0299 0.4666 2.4240
N 2.0985 -1.4077 0.1072
N 2.5780 -1.1340 1.0660


Energies relative to the most stable structure are #i 0.1560; #ii 0.0000, reported in hartree.


#i
19
Properties=species:S:1:pos:R:3 method="wB97M-V/def2-TZVPD" charge=0 e_homo_ev=-10.79 homo_lumo_gap_ev=11.875
C 0.8469 -2.7427 -1.9184
C 0.7378 -2.2180 -0.5591
C 0.4964 -0.6281 -0.5056
H 1.7922 -2.5083 -2.4898
H 0.9985 -3.9075 -1.9736
H 0.0896 -2.5933 -2.7686
H -0.1382 -2.6069 0.0333
H 1.6220 -2.3425 0.1293
H 1.3713 -0.0703 -0.5354
H -0.1836 -0.4793 -1.3106
H 0.1179 -0.4045 0.5297
C -0.4478 2.7670 0.8603
C -1.4666 2.3621 1.9235
H -0.5016 3.7337 0.4035
H 0.5284 2.3993 1.2376
H -0.5592 2.0990 0.0813
H -1.6579 1.3008 2.0916
H -1.2675 2.9095 2.9050
H -2.3786 2.9302 1.8660


#ii
19
Properties=species:S:1:pos:R:3 method="wB97M-V/def2-TZVPD" charge=0 e_homo_ev=-11.16 homo_lumo_gap_ev=12.288
C -0.0772 1.2940 1.4905
C -0.3697 1.9376 0.0870
C -1.8630 2.1608 -0.2037
H -0.9238 1.4032 2.1575
H 0.2021 0.2640 1.2919
H 0.7431 1.9240 1.8095
H 0.1391 1.4562 -0.7509
H 0.0940 2.9309 0.0150
H -2.0504 3.1632 -0.5923
H -2.4532 2.1280 0.7130
H -2.2661 1.4138 -0.8881
C 0.5430 -2.2150 -1.0517
C 1.6900 -2.8622 -0.2505
H 0.6746 -1.9059 -2.0862
H -0.3089 -2.8944 -1.0452
H 0.2294 -1.2895 -0.5591
H 2.1325 -2.0691 0.3509
H 2.6191 -3.1410 -0.7605
H 1.2453 -3.6984 0.2732


Energies relative to the most stable structure are #i 0.0278; #ii 0.0000, reported in hartree.